Record 1
Entry from the OMol25 dataset: a cluster of 4 separate species, C2H10NO5 in total (ωB97M-V/def2-TZVPD).

The calculated total energy comes out at -13966.7085 eV. The LUMO energy comes out at 3.531 eV. As for the net charge: -1.

Atoms and positions in Å:
O -2.520 0.193 0.095
C -1.291 0.006 0.111
O -0.614 -0.547 -0.812
C -0.538 0.297 1.419
N -1.419 0.473 2.593
H 0.216 1.082 1.357
H 0.006 -0.634 1.573
H -2.245 -0.054 2.326
H -1.784 1.423 2.551
H 4.767 -0.627 -1.243
H 3.660 -0.419 -0.227
O 4.512 -0.881 -0.352
H 0.998 0.016 -0.807
H 2.002 1.214 -0.764
O 1.963 0.254 -0.723
H -3.256 -0.556 -2.040
H -1.814 -0.565 -2.274
O -2.646 -0.676 -2.781


Record 2
Entry from the OMol25 dataset: a cluster of 4 separate species, C2H10NO5 in total at a distorted geometry (ωB97M-V/def2-TZVPD).

The calculated total energy comes out at -13966.5696 eV. The LUMO energy comes out at 3.896 eV. As for the net charge: -1.

Atoms and positions in Å:
O -1.321 -0.668 -0.091
C -0.318 -0.131 -0.572
O 0.906 -0.448 -0.422
C -0.559 1.173 -1.407
N -1.976 1.362 -1.795
H -0.141 2.109 -1.044
H -0.037 1.043 -2.367
H -2.364 0.447 -1.943
H -2.446 1.758 -1.002
H 0.321 1.339 2.021
H -0.878 1.510 1.146
O -0.433 1.977 1.887
H 2.654 -0.709 2.225
H 1.758 -0.214 1.048
O 2.212 0.063 1.884
H 0.150 -3.485 -0.217
H 1.005 -2.197 -0.064
O 1.044 -3.163 -0.142


Record 3
Entry from the OMol25 dataset: a structure of composition C2H10NPY at a distorted geometry (ωB97M-V/def2-TZVPD).

The calculated total energy comes out at -14019.2974 eV. The LUMO energy comes out at -16.215 eV. As for the net charge: +3.

Atoms and positions in Å:
C 1.752 -0.478 0.263
C 0.872 0.707 -0.109
N -0.281 0.921 0.749
P -1.559 0.020 0.240
H 2.538 -0.621 -0.477
H 2.216 -0.323 1.236
H 1.206 -1.439 0.367
H 0.522 0.540 -1.206
H 1.456 1.624 -0.182
H -0.511 1.906 0.892
H -1.663 0.725 -1.047
H -0.647 -1.136 0.294
H -2.480 0.153 1.281
H -2.529 -1.053 -0.508
Y -0.891 -1.547 -1.795


Record 4
Entry from the OMol25 dataset: a cluster of 2 separate species, C2H10NS2 in total at a distorted geometry (ωB97M-V/def2-TZVPD).

The calculated total energy comes out at -25389.5906 eV. The LUMO energy comes out at -3.556 eV. As for the net charge: +1.

Atoms and positions in Å:
C -0.497 1.951 -1.008
N -0.399 1.355 0.441
H -0.293 3.008 -0.948
H 0.371 1.442 -1.423
H -1.507 1.713 -1.309
H 0.429 1.540 1.008
H -0.481 0.324 0.383
H -1.261 1.734 0.836
C 0.788 -1.895 -0.629
S -0.690 -2.001 0.371
S 0.015 -1.136 2.179
H 1.388 -1.014 -0.297
H 0.577 -1.873 -1.706
H 1.453 -2.752 -0.540
H 0.105 -2.396 2.642


Record 5
Entry from the OMol25 dataset: a cluster of 3 separate species, C2H10O2 in total at a distorted geometry (ωB97M-V/def2-TZVPD).

The calculated total energy comes out at -6329.8620 eV. The LUMO energy (alpha / beta) comes out at 4.288 / 4.009 eV. As for the expectation value of S²: 0.75. As for the net charge: -1. The spin multiplicity is 2.

Atoms and positions in Å:
C -0.448 0.967 -0.950
C 0.985 1.066 -1.355
H -0.862 -0.015 -0.707
H -1.178 1.275 -1.718
H -0.765 1.595 -0.111
H 1.301 0.335 -2.107
H 1.313 2.011 -1.783
H 1.683 0.933 -0.530
H 0.994 -1.067 3.005
H 0.096 -0.377 1.794
O 0.624 -1.127 2.108
H -0.603 -2.201 0.455
H -1.633 -1.534 1.402
O -1.507 -1.862 0.498


Record 6
Entry from the OMol25 dataset: a cluster of 3 separate species, C2H10O2 in total at a distorted geometry (ωB97M-V/def2-TZVPD).

The calculated total energy comes out at -6318.6050 eV. The LUMO energy (alpha / beta) comes out at -3.244 / -11.962 eV. As for the expectation value of S²: 0.75. As for the net charge: +1. The spin multiplicity is 2.

Atoms and positions in Å:
C -1.990 0.312 -1.653
C -1.542 1.736 -1.484
H -3.082 0.298 -1.347
H -1.426 -0.316 -0.950
H -1.912 -0.262 -2.644
H -2.421 2.269 -1.142
H -0.735 1.864 -0.791
H -1.322 2.293 -2.340
H -0.719 -1.161 1.818
H -1.931 -1.933 1.794
O -1.586 -1.072 2.067
H 4.144 -0.978 0.223
H 5.078 -1.396 1.209
O 4.776 -0.549 0.807


Record 7
Entry from the OMol25 dataset: a cluster of 4 separate species, C2H10O3 in total at a distorted geometry (ωB97M-V/def2-TZVPD).

The calculated total energy comes out at -8376.5625 eV. The LUMO energy comes out at 0.794 eV. Its SMILES is C=C.O.O.O. As for the net charge: 0.

Atoms and positions in Å:
C 0.038 2.076 0.309
C -0.806 1.308 -0.385
H 1.075 2.319 0.148
H -0.377 2.671 1.134
H -0.595 0.316 -0.776
H -1.814 1.665 -0.585
O 2.875 2.213 2.962
H 3.049 1.939 2.054
H 3.685 1.901 3.386
O -4.336 -4.283 -1.826
H -4.680 -4.075 -2.699
H -4.763 -5.120 -1.626
O 2.226 -0.997 -0.314
H 2.740 -1.531 -0.938
H 1.684 -0.402 -0.845


Record 8
Entry from the OMol25 dataset: a cluster of 4 separate species, C2H10O4 in total at a distorted geometry (ωB97M-V/def2-TZVPD).

The calculated total energy comes out at -10424.4164 eV. The LUMO energy comes out at 0.327 eV. Its SMILES is C=CO.O.O.O. As for the net charge: 0.

Atoms and positions in Å:
C -1.538 2.012 1.606
C -0.711 1.016 2.117
O 0.449 1.338 2.775
H -2.546 1.679 1.274
H -1.263 3.051 1.258
H -0.790 -0.031 2.025
H 0.439 2.310 2.823
O 1.944 0.641 -0.155
H 1.550 1.405 0.204
H 2.172 0.009 0.544
O 1.251 -3.200 -1.909
H 0.647 -3.316 -2.663
H 0.616 -3.136 -1.211
O -0.870 -1.428 -3.285
H -0.415 -0.556 -3.019
H -0.937 -1.794 -2.385


Record 9
Entry from the OMol25 dataset: a cluster of 4 separate species, C2H10O4 in total at a distorted geometry (ωB97M-V/def2-TZVPD).

The calculated total energy comes out at -10425.6064 eV. The LUMO energy comes out at 0.700 eV. Its SMILES is CC=O.O.O.O. As for the net charge: 0.

Atoms and positions in Å:
C -1.059 0.576 -0.993
C -2.404 -0.216 -0.898
O -2.532 -1.414 -0.873
H -0.194 -0.038 -0.699
H -0.936 0.797 -2.103
H -1.192 1.510 -0.447
H -3.232 0.429 -0.834
O 0.088 -2.215 0.231
H -0.162 -2.242 -0.705
H -0.768 -2.483 0.640
O 1.803 -0.286 1.222
H 2.718 -0.603 1.614
H 1.358 -1.094 0.934
O 2.046 2.750 0.751
H 2.602 2.684 1.603
H 1.864 1.844 0.557


Record 10
Entry from the OMol25 dataset: an isolated molecule of C2H10OSi2 at a distorted geometry (ωB97M-V/def2-TZVPD).

The calculated total energy comes out at -20038.3185 eV. The LUMO energy comes out at 0.632 eV. Its SMILES is C[Si](C)(O)[SiH3]. As for the net charge: 0.

Atoms and positions in Å:
C -0.996 -0.136 1.683
Si -0.384 -0.395 -0.132
C -1.102 1.222 -1.148
O -1.125 -1.646 -0.701
Si 2.302 -0.493 -0.406
H -1.967 0.213 1.989
H -1.112 -1.077 2.224
H -0.260 0.398 2.194
H -1.023 2.129 -0.520
H -0.451 1.425 -1.948
H -2.230 1.146 -1.519
H -1.203 -1.940 -1.651
H 2.376 0.444 -1.463
H 2.904 0.084 0.754
H 3.145 -1.764 -0.678


Record 11
Entry from the OMol25 dataset: a structure of composition C2H11N2 at a distorted geometry (ωB97M-V/def2-TZVPD).

The calculated total energy comes out at -5226.3688 eV. The LUMO energy comes out at -3.378 eV. As for the net charge: +1.

Atoms and positions in Å:
N -2.228 -0.965 0.148
H -2.755 -0.755 0.997
H -2.771 -0.628 -0.648
H -2.170 -1.971 0.015
H 0.563 -0.743 1.548
C 1.656 1.313 -0.562
C 1.032 -0.084 -0.408
N 0.166 -0.199 0.788
H 1.548 1.734 -1.565
H 2.722 1.299 -0.362
H 1.080 2.009 0.050
H 1.806 -0.847 -0.348
H 0.447 -0.363 -1.284
H 0.000 0.709 1.224
H -1.097 -0.509 0.407


Record 12
Entry from the OMol25 dataset: a cluster of 2 separate species, C2H11N2O in total at a distorted geometry (ωB97M-V/def2-TZVPD).

The calculated total energy comes out at -7273.4728 eV. The LUMO energy comes out at -3.191 eV. As for the net charge: +1.

Atoms and positions in Å:
N -0.014 -0.530 -0.097
C 0.272 0.476 -1.160
C 0.468 1.889 -0.506
N 0.361 1.753 0.988
H 0.787 -1.087 0.179
H -0.277 0.072 0.782
H -0.822 -1.136 -0.068
H 1.240 0.237 -1.561
H -0.451 0.474 -1.980
H 1.350 2.479 -0.796
H -0.464 2.435 -0.847
H 1.196 1.386 1.437
H 0.220 2.688 1.353
H -0.398 -3.600 0.866
H -1.806 -3.330 0.415
O -0.950 -2.889 0.514


Record 13
Entry from the OMol25 dataset: a cluster of 2 separate species, C2H11N2O in total at a distorted geometry (ωB97M-V/def2-TZVPD).

The calculated total energy comes out at -7273.3460 eV. The LUMO energy comes out at -3.056 eV. As for the net charge: +1.

Atoms and positions in Å:
C -0.850 0.223 -1.398
N -2.146 0.233 -0.683
C 0.356 0.718 -0.494
N 0.056 0.161 0.891
H -0.678 -0.805 -1.691
H -0.886 0.760 -2.443
H -3.072 -0.109 -1.086
H -2.580 1.219 -0.695
H 1.268 0.367 -0.968
H 0.428 1.762 -0.326
H 0.120 0.901 1.570
H 0.705 -0.600 1.177
H -0.863 -0.236 0.791
H 3.038 -1.171 2.382
H 2.645 -2.177 1.345
O 2.460 -1.247 1.626


Record 14
Entry from the OMol25 dataset: a cluster of 3 separate species, C2H11N2O2 in total at a distorted geometry (ωB97M-V/def2-TZVPD).

The calculated total energy comes out at -9321.0002 eV. The LUMO energy comes out at -3.618 eV. As for the net charge: +1.

Atoms and positions in Å:
C 1.268 -2.101 -0.332
N -0.114 1.230 0.112
C 0.518 0.174 -0.368
N 0.639 -0.938 0.296
H 1.944 -1.578 -1.102
H 0.490 -2.733 -0.856
H 1.820 -2.645 0.418
H -0.437 1.387 1.058
H -0.543 1.727 -0.693
H 0.652 0.133 -1.522
H -0.158 -1.034 0.983
H -1.290 1.772 -2.912
H -2.363 2.708 -2.807
O -1.664 2.345 -2.257
H -0.291 0.555 3.680
H -0.436 -0.929 3.305
O -0.036 -0.075 2.995


Record 15
Entry from the OMol25 dataset: a cluster of 3 separate species, C2H11N2O2 in total at a distorted geometry (ωB97M-V/def2-TZVPD).

The calculated total energy comes out at -9320.4370 eV. The LUMO energy comes out at -3.041 eV. As for the net charge: +1.

Atoms and positions in Å:
C 0.348 -0.624 -0.820
C -0.273 -1.808 -0.670
N -0.593 -2.747 -1.679
N 0.095 0.350 0.246
H 1.134 -0.423 -1.512
H -0.780 -2.137 0.205
H -0.472 -3.749 -1.466
H -0.003 -2.406 -2.468
H 0.012 1.271 -0.210
H 0.831 0.417 1.039
H -0.756 0.211 0.824
H -3.060 0.636 0.885
H -2.600 1.694 1.919
O -2.283 1.035 1.265
H 3.249 3.148 0.234
H 2.485 2.681 1.555
O 2.665 2.448 0.652